Density functional theory data (the ωB97M-V functional and the def2-TZVPD basis) for an isolated molecule of C7H7N3O.

Calculated values
Net charge   0
SMILES   Cc1cn(C=O)n2ccnc12
Frontier orbital gap   9.12 eV
Largest force on an atom   5.44 eV/A

XYZ file:
```
18
C7H7N3O (the ωB97M-V functional and the def2-TZVPD basis)
C 1.41 1.94 -0.02
C 0.32 0.93 0.00
C -0.99 1.18 0.02
N -1.73 -0.30 0.06
C -3.05 -0.52 0.01
O -3.88 0.35 -0.09
N -0.67 -1.14 0.03
C -0.43 -2.48 0.02
C 0.94 -2.58 -0.04
N 1.53 -1.36 -0.06
C 0.54 -0.50 -0.01
H 1.21 2.73 0.70
H 1.45 2.41 -1.00
H 2.37 1.48 0.19
H -1.65 2.02 0.02
H -3.30 -1.59 0.10
H -1.20 -3.22 0.07
H 1.53 -3.47 -0.08
```